Formula: C5H12N4
Source: OMol25
Level of theory: the ωB97M-V functional and the def2-TZVPD basis

Values from the calculation:
- E_HOMO: -6.2396 eV
- F_max: 4.40 eV/A
- Relative energy (zero: lowest compared OMol25 entry of this formula, charge and spin): 207.7 kJ/mol

Structure (XYZ):
```
21
Properties=species:S:1:pos:R:3:forces:R:3
N 0.4814 0.3867 1.3129 1.98 -0.98 -0.17
H -1.6249 -0.2625 1.6281 -0.78 0.16 -0.22
H 1.2861 -2.6849 1.2471 -0.01 0.23 0.70
H -0.0528 2.6153 -0.7341 -0.01 -0.04 -0.12
H -2.7540 -0.1362 -1.7783 0.18 -0.03 0.08
N 0.5511 1.8066 -0.6436 0.73 0.66 -0.76
N -2.1008 -0.2987 0.7234 0.43 -1.28 0.69
H -2.3412 1.5529 -1.5442 -0.08 0.14 -0.14
H -3.0775 -0.0350 0.6666 0.40 0.00 0.18
C -1.2655 0.2218 -0.2497 1.74 2.20 -0.86
H 2.8872 0.1914 -0.1887 -0.24 -0.13 -0.12
H -1.2049 0.4900 -2.3907 -0.11 0.07 0.13
H 0.4200 -1.6894 2.4655 -0.03 -0.34 -0.57
C 1.2233 -0.6237 0.8890 -1.49 -2.09 3.57
C 2.2852 -0.7214 -0.1822 -0.27 -0.06 -0.29
H 1.8263 -0.8794 -1.1619 0.09 0.22 0.04
H 1.4292 2.1040 -0.2281 -0.27 -0.11 -0.15
C -1.9218 0.5431 -1.5663 0.08 0.09 0.10
H 2.9647 -1.5587 0.0014 -0.22 0.08 0.15
N 1.0122 -1.7957 1.6498 1.44 1.18 -1.36
C -0.0233 0.7738 0.0840 -3.56 0.01 -0.90
```
Positions in Å, forces in eV/Å.

Formula: C5H12N4
Source: OMol25
Level of theory: the ωB97M-V functional and the def2-TZVPD basis

Values from the calculation:
- SMILES: [H]/N=C(\N)CNN=C(C)C
- E_HOMO: -9.2437 eV
- F_max: 5.80 eV/A
- Relative energy (zero: lowest compared OMol25 entry of this formula, charge and spin): 416.6 kJ/mol

Structure (XYZ):
```
21
Properties=species:S:1:pos:R:3:forces:R:3
C -1.2223 1.2999 -2.3113 2.62 2.96 -4.24
H -0.0899 1.7809 -2.0927 -3.28 -1.05 -0.82
N 1.8231 -1.8514 2.1245 -0.77 0.33 -2.72
C -3.0145 0.5011 -0.8179 -1.76 -1.37 3.67
N 0.7567 0.4066 -0.6982 -1.67 -4.65 -2.86
C 1.5036 -0.7852 0.0132 0.06 0.79 -0.26
N -0.6690 -0.1057 -0.5792 1.12 -0.06 3.07
H 1.2632 0.3150 3.1002 -0.23 0.64 0.86
C 1.4306 -0.7695 1.5551 1.20 -0.85 -1.34
H 0.9050 0.2342 -1.8148 0.39 0.53 3.41
N 1.2983 0.4595 2.1146 -2.63 2.33 -0.49
H -3.7840 0.2281 -1.5767 0.71 0.81 0.30
H -1.1612 0.7788 -3.4717 -0.24 1.25 3.41
C -1.5976 0.4382 -1.2210 0.74 1.67 -1.32
H -3.0536 -0.3750 -0.0774 -0.45 1.22 -0.61
H 0.4986 1.1422 1.7341 2.53 -2.30 0.95
H -3.3247 1.5012 -0.1148 1.06 -2.63 -2.41
H 1.1391 -1.8489 -0.2183 0.81 1.81 -0.47
H 2.5828 -0.5162 -0.2072 -1.07 -0.99 0.07
H 1.9014 -1.8801 3.0959 0.04 0.46 1.98
H -1.9386 2.1695 -2.3975 0.81 -0.90 -0.17
```
Positions in Å, forces in eV/Å.

Formula: C5H12N4
Source: OMol25
Level of theory: the ωB97M-V functional and the def2-TZVPD basis

Values from the calculation:
- SMILES: C[C@]1(N)CC(=[NH2+])[NH+]=CN1
- E_HOMO: -18.4693 eV
- Charge: +2
- F_max: 6.41 eV/A
- Relative energy (zero: lowest compared OMol25 entry of this formula, charge and spin): 0.0 kJ/mol

Structure (XYZ):
```
21
Properties=species:S:1:pos:R:3:forces:R:3
H 0.1171 -1.6680 -2.4986 -0.21 -0.29 -0.91
C 0.1086 -1.0254 -1.6549 0.53 1.92 3.91
H -0.9549 -2.1756 -0.5082 -0.75 -1.89 0.02
N -0.3284 -1.1887 1.9749 -3.09 -0.76 0.27
C -0.4689 -0.5758 0.7415 1.25 2.64 0.01
C 0.7073 0.4475 0.7070 -2.04 3.34 -0.60
H 1.7446 2.6526 -1.6018 0.39 -0.58 0.08
C -1.7980 0.1113 0.6063 -3.64 -0.30 1.34
N -0.3558 -1.3993 -0.5038 0.65 0.40 -1.75
N 1.6971 2.0402 -0.7815 1.23 2.78 1.26
H -1.1638 -1.7319 2.2771 0.82 0.58 -0.16
H -2.6626 -0.7116 0.5480 1.85 1.55 -0.08
H 1.7065 0.2242 1.0085 0.49 -1.08 1.09
C 1.0004 0.9797 -0.6710 0.63 0.04 2.05
N 0.7533 0.2401 -1.7026 -2.43 -4.73 -3.59
H -2.0741 0.6112 1.6294 0.74 -0.47 -2.08
H 0.3446 1.4237 1.2997 0.84 -2.38 -0.94
H 1.0350 0.2936 -2.6670 0.86 1.62 -0.21
H 2.1126 2.4264 0.1114 -0.87 -0.15 -1.45
H -1.9666 0.7849 -0.2868 0.47 -0.62 1.12
H 0.4459 -1.7590 1.9721 2.27 -1.63 0.64
```
Positions in Å, forces in eV/Å.

Formula: C5H12N4O
Source: OMol25
Level of theory: the ωB97M-V functional and the def2-TZVPD basis

Values from the calculation:
- E_HOMO: -18.8371 eV
- Charge: +2
- F_max: 4.17 eV/A
- Relative energy (zero: lowest compared OMol25 entry of this formula, charge and spin): 197.2 kJ/mol

Structure (XYZ):
```
22
Properties=species:S:1:pos:R:3:forces:R:3
C -0.3750 0.6137 -1.2788 -1.11 1.57 2.63
C 1.9848 1.3715 -1.0741 0.89 -0.84 -1.23
H 2.5400 2.0965 -1.7021 -0.80 0.60 1.19
N -0.5735 0.5427 0.6362 0.68 -1.53 0.98
H -1.0138 0.5679 3.0320 0.19 -0.90 0.12
N 0.0081 -1.6994 0.7286 -1.26 0.79 1.38
H -2.4280 0.3544 -1.6075 -0.66 -0.86 -0.02
N 0.0185 -0.7515 -1.3863 -0.13 -0.28 -3.01
H -1.2507 -1.2762 3.3756 1.27 1.64 -1.33
C -0.6276 -0.4483 2.8058 -3.32 -1.32 0.63
H -1.7348 1.8758 -1.9278 -0.45 1.17 -0.45
C 0.1151 -1.7437 -0.5605 1.29 -1.76 -0.85
N -1.6493 0.9574 -1.5791 2.54 -0.13 -0.65
H 0.4157 -2.7274 -0.9432 -0.17 0.48 -0.30
H 0.3669 -0.5129 3.0638 2.38 -0.15 1.57
H 0.1469 -0.9674 -2.4111 -0.04 -0.17 1.31
C -0.4901 -0.5638 1.3433 -0.31 4.16 -0.18
H 2.2009 1.3273 0.0311 -0.71 0.55 -1.26
H -0.7908 1.4440 1.1641 0.06 -1.68 -0.96
H 0.1321 -2.5075 1.3254 0.05 -0.38 -0.30
O 0.5300 1.5466 -1.4591 0.78 -0.74 0.10
H 2.4745 0.5001 -1.5763 -1.18 -0.21 0.63
```
Positions in Å, forces in eV/Å.